[1]
Computed, not measured: a 12-piece molecular cluster, C38H71BBr23ClN3O3 overall, with wB97M-V/def2-TZVPD.

XYZ file:
```
140
Properties=species:S:1:pos:R:3:mulliken_charge:R:1
C 1.44 3.54 1.53 -0.3691
C 0.57 2.42 1.86 -0.2655
C -0.86 2.42 1.18 -0.1691
N -1.16 1.25 0.29 0.7792
C -2.43 0.55 0.23 -0.3786
B -3.84 0.77 1.02 1.0709
O -4.51 2.05 0.81 -0.6582
O -4.41 -0.25 1.86 -0.4913
C -5.87 -0.30 1.69 -0.4487
C -2.50 -0.60 -0.81 -0.9961
C -3.70 -1.59 -1.23 0.2221
C -3.62 -3.07 -0.60 -0.0015
C -3.82 -4.10 -1.84 -1.0303
Br -1.90 -3.36 0.36 -0.0737
N -1.11 -0.48 -1.33 0.2597
Cl -0.66 -1.57 -2.58 0.0566
C -0.36 0.57 -0.70 0.1263
C 1.14 0.92 -1.13 0.1159
C 2.13 -0.37 -1.19 -1.1267
C 1.83 -1.49 -0.09 0.9406
C 2.94 -2.67 -0.32 -1.1961
N 3.13 -3.55 0.86 -0.0099
C 1.96 -4.41 1.09 0.3731
C 0.97 -4.12 2.35 -0.3888
O 1.65 -5.38 0.35 -0.6517
H 1.78 4.33 2.29 0.3021
H 1.73 3.64 0.43 -0.3337
H 0.97 1.64 2.59 0.2180
H -1.63 2.38 2.05 0.2355
H -1.11 3.40 0.62 0.3731
H -3.97 2.52 0.12 0.3378
H -6.19 -0.73 0.67 0.0051
H -6.25 -1.04 2.49 0.2470
H -6.38 0.70 1.92 0.2742
H -3.64 -1.70 -2.40 0.1823
H -4.72 -1.12 -1.02 0.0177
H -4.52 -3.22 0.11 0.3823
H -3.71 -5.19 -1.53 0.3640
H -4.89 -3.92 -2.22 0.2857
H -3.13 -3.80 -2.71 0.2422
H 1.07 1.29 -2.23 0.3551
H 1.62 1.76 -0.54 -0.4188
H 1.96 -0.86 -2.22 0.2550
H 3.24 -0.08 -1.12 0.4825
H 0.81 -2.03 -0.23 -0.3566
H 1.96 -1.07 0.97 0.1040
H 3.96 -2.15 -0.51 0.4058
H 2.70 -3.32 -1.23 0.3155
H 3.40 -3.04 1.71 0.2478
H 1.42 -4.57 3.32 0.3859
H -0.05 -4.61 2.22 0.2808
H 0.91 -2.98 2.48 -0.1958
Br 7.39 -6.50 4.16 -0.1600
C 5.46 -6.72 3.98 -0.6225
C 4.86 -5.64 3.11 -0.4952
Br 4.72 -3.96 4.08 -0.1650
H 5.05 -6.74 4.99 0.3727
H 5.33 -7.70 3.52 0.4034
H 3.84 -5.90 2.83 0.2383
H 5.44 -5.44 2.21 0.4438
Br 7.03 -0.42 4.21 -0.1550
C 8.10 -2.04 4.45 0.3722
C 8.87 -2.01 5.74 -0.5691
Br 10.42 -0.84 5.61 -0.1553
H 8.73 -2.13 3.57 -0.0649
H 7.37 -2.86 4.45 -0.1937
H 9.27 -2.99 5.97 0.3565
H 8.28 -1.66 6.59 0.3942
Br 4.91 6.76 0.52 -0.0886
C 5.26 4.95 -0.11 0.0489
C 4.82 4.77 -1.54 -0.5934
Br 2.88 4.59 -1.67 -0.1758
H 4.76 4.27 0.58 0.2960
H 6.34 4.82 -0.02 -0.1815
H 5.22 3.85 -1.95 0.3518
H 5.10 5.61 -2.19 0.4011
Br 9.17 0.17 -0.42 -0.1283
C 10.02 0.36 1.32 -0.0744
C 11.29 -0.46 1.41 -0.6293
Br 10.89 -2.35 1.66 -0.1394
H 9.28 0.08 2.07 0.0089
H 10.24 1.42 1.41 0.2243
H 11.87 -0.17 2.29 0.3518
H 11.91 -0.38 0.52 0.4163
Br -1.17 8.83 0.00 -0.1572
C 0.77 9.00 -0.16 -0.6599
C 1.47 7.71 0.18 -0.2128
Br 1.52 7.41 2.10 -0.1189
H 1.07 9.83 0.48 0.4001
H 0.94 9.27 -1.20 0.3875
H 2.51 7.75 -0.13 0.0761
H 0.99 6.84 -0.27 0.2719
Br -8.50 -1.15 -0.64 -0.0370
C -10.15 -0.76 0.31 -0.3463
C -10.00 0.45 1.19 -0.5861
Br -8.99 0.03 2.81 -0.1479
H -10.42 -1.66 0.86 0.3947
H -10.89 -0.58 -0.47 0.0297
H -10.97 0.80 1.54 0.3891
H -9.48 1.28 0.70 0.3756
Br 1.57 -1.29 5.15 -0.1294
C -0.36 -1.51 4.97 -0.6382
C -0.94 -0.44 4.09 0.0165
Br -1.08 1.26 5.04 -0.1194
H -0.77 -1.53 5.97 0.5325
H -0.49 -2.50 4.51 0.3014
H -1.96 -0.69 3.80 0.2880
H -0.35 -0.25 3.19 -0.2243
Br -9.71 1.59 -5.55 -0.1309
C -9.57 0.04 -4.38 0.9377
C -10.92 -0.56 -4.10 -0.6313
Br -11.92 0.50 -2.80 -0.1785
H -9.05 0.37 -3.48 0.2449
H -8.94 -0.66 -4.92 -1.0345
H -10.82 -1.55 -3.64 0.3706
H -11.55 -0.65 -4.99 0.4771
Br 8.89 4.15 -2.36 -0.1394
C 10.33 4.67 -1.16 -0.5183
C 9.79 5.04 0.21 -0.6186
Br 8.97 6.80 0.19 -0.1412
H 10.87 5.49 -1.64 0.3997
H 10.98 3.80 -1.09 0.3169
H 10.60 5.11 0.93 0.4017
H 9.04 4.34 0.57 0.2927
Br -3.23 0.39 -3.53 0.0222
C -4.55 0.82 -4.89 -0.7617
C -5.95 0.74 -4.33 -0.5269
Br -6.53 -1.11 -4.15 -0.0751
H -4.39 0.14 -5.73 0.3826
H -4.32 1.84 -5.21 0.4395
H -6.67 1.20 -5.02 0.3058
H -6.05 1.21 -3.35 0.3920
Br -10.69 -3.25 -6.72 -0.1255
C -8.76 -3.08 -6.87 0.0576
C -8.06 -4.36 -6.52 -0.6246
Br -8.02 -4.64 -4.59 -0.1482
H -8.46 -2.24 -6.24 -0.4033
H -8.58 -2.82 -7.92 0.3913
H -7.01 -4.33 -6.82 0.3390
H -8.53 -5.24 -6.95 0.4286
```

The value obtained for the energy above the lowest of the compared OMol25 structures with the same formula, charge and spin is 525.9 kJ/mol. As for the net charge: +1. Its lowest unoccupied orbital energy is -2.8 eV.



[2]
Computed, not measured: a 21-piece molecular cluster, C38H71BCl40F2N5O3S2 overall, with wB97M-V/def2-TZVPD.

XYZ file:
```
162
Properties=species:S:1:pos:R:3:mulliken_charge:R:1
C -0.27 -2.44 1.03 -0.7743
B 1.18 -1.93 0.72 -0.0278
O 2.21 -2.69 1.19 -0.1462
N 1.50 -0.67 -0.07 0.8211
C 2.46 -0.60 -1.19 0.0186
C 2.88 -1.95 -1.77 -0.9224
C 4.01 -1.62 -2.79 0.5247
S 5.58 -2.20 -2.10 -0.3178
C 6.15 -0.86 -1.08 0.2267
S 5.70 0.68 -1.43 -0.1815
N 6.97 -1.08 0.01 0.2447
C 6.23 -1.12 1.27 0.3269
C 6.08 -2.54 1.87 -0.8852
O 5.99 -3.46 0.80 -0.2068
C 7.32 -3.58 0.31 -0.3926
C 7.88 -2.21 -0.17 -1.0442
C 0.92 0.40 0.25 -0.8306
N 0.02 0.56 1.30 0.6045
C -1.01 1.49 0.87 -0.1445
C -1.65 2.35 1.93 -0.4752
C -2.67 1.53 2.73 -0.2795
F -3.90 1.62 2.11 -0.3170
C -0.28 2.15 -0.37 -0.8880
C -0.58 3.61 -0.77 -1.0281
C 0.40 4.25 -1.70 -0.0643
O 0.45 5.37 -1.78 -0.4510
F 1.24 3.52 -2.44 -0.0668
N 1.09 1.63 -0.42 0.7234
C 2.18 2.38 0.26 -0.6233
C 1.79 3.21 1.46 -0.0805
N 2.67 3.48 2.29 -0.6565
H -0.30 -3.52 1.15 0.4059
H -0.92 -2.10 0.21 0.2847
H -0.61 -1.94 1.93 0.1386
H 2.88 -2.13 1.60 0.2278
H 3.38 -0.12 -0.83 -0.3223
H 2.11 0.01 -2.01 0.1880
H 3.33 -2.62 -1.04 0.3692
H 2.09 -2.44 -2.34 0.4933
H 3.83 -2.05 -3.76 -0.1138
H 4.03 -0.54 -2.96 -0.4095
H 6.63 -0.46 2.04 0.4679
H 5.22 -0.76 1.05 -0.6065
H 6.89 -2.77 2.57 0.3344
H 5.11 -2.57 2.38 0.4151
H 7.95 -3.92 1.15 0.3823
H 7.40 -4.35 -0.45 0.4648
H 8.06 -2.29 -1.25 0.4710
H 8.86 -2.02 0.26 0.3031
H 0.53 0.87 2.13 -0.3363
H -1.81 0.85 0.49 0.6170
H -2.09 3.27 1.55 0.4510
H -0.90 2.65 2.67 0.4318
H -2.70 1.83 3.77 0.3840
H -2.32 0.49 2.65 -0.0698
H -0.77 1.60 -1.18 0.7471
H -0.66 4.23 0.12 0.3256
H -1.57 3.60 -1.23 0.6776
H 2.72 2.96 -0.48 0.7128
H 2.91 1.65 0.63 -0.0572
H 0.79 3.63 1.63 0.4885
H 2.26 4.07 3.01 0.3353
C -6.84 -0.35 -1.12 -0.3162
Cl -5.67 -0.39 -2.44 -0.1072
Cl -7.45 1.30 -0.88 -0.1209
H -7.67 -1.00 -1.37 0.2892
H -6.37 -0.69 -0.21 0.2681
C -10.12 3.62 -1.55 -0.0131
Cl -11.26 4.63 -0.64 -0.1592
Cl -10.95 2.33 -2.42 -0.1582
H -9.59 4.25 -2.26 0.3350
H -9.42 3.18 -0.85 -0.0246
C -1.52 3.98 -5.29 -0.1033
Cl -1.13 2.33 -5.84 -0.1413
Cl -2.96 4.59 -6.11 -0.1133
H -1.70 3.95 -4.23 0.0005
H -0.69 4.63 -5.52 0.3490
C 2.82 1.93 5.48 0.0146
Cl 1.46 1.21 4.58 -0.0551
Cl 4.13 0.77 5.69 -0.1588
H 3.18 2.79 4.94 -0.0239
H 2.46 2.23 6.46 0.2448
C -3.57 -0.81 -6.50 -0.3172
Cl -4.26 0.40 -7.59 -0.0766
Cl -4.31 -0.74 -4.90 -0.1112
H -3.75 -1.79 -6.92 0.3299
H -2.50 -0.63 -6.41 0.1815
C 8.57 2.40 0.83 -0.0981
Cl 9.41 2.65 -0.70 -0.1536
Cl 8.96 0.83 1.54 -0.1330
H 8.86 3.18 1.52 0.3782
H 7.50 2.44 0.65 0.0378
C 2.57 -2.24 -6.95 -0.2904
Cl 1.62 -3.19 -5.81 -0.1612
Cl 3.84 -1.33 -6.13 -0.0837
H 3.03 -2.90 -7.67 0.3273
H 1.92 -1.54 -7.46 0.2669
C 2.61 2.91 -4.58 0.0646
Cl 3.43 3.16 -6.13 -0.2261
Cl 3.10 1.37 -3.84 -0.0343
H 2.87 3.72 -3.91 0.2719
H 1.54 2.88 -4.76 -0.1424
C -2.80 -2.26 4.40 0.7329
Cl -1.42 -1.20 4.74 -0.0919
Cl -2.29 -3.91 4.05 -0.1712
H -3.44 -2.26 5.28 -0.6564
H -3.34 -1.87 3.54 0.2179
C -4.27 4.03 -9.53 0.2456
Cl -5.32 5.11 -8.60 -0.1738
Cl -5.18 2.69 -10.25 -0.1720
H -3.81 4.60 -10.33 -0.0463
H -3.51 3.63 -8.87 0.1222
C 3.81 5.05 7.87 -0.2932
Cl 4.52 5.05 6.25 -0.1364
Cl 2.05 4.89 7.82 -0.1451
H 4.22 4.22 8.43 0.2622
H 4.07 5.99 8.36 0.3329
C -5.35 -1.24 7.40 -0.0765
Cl -3.97 -0.18 7.70 -0.1487
Cl -4.82 -2.90 7.05 -0.1789
H -5.98 -1.26 8.28 0.3101
H -5.91 -0.87 6.55 0.0807
C 4.32 -5.90 2.48 -0.0475
Cl 5.88 -6.17 3.29 -0.2275
Cl 3.36 -7.38 2.43 -0.1492
H 3.77 -5.14 3.03 0.3054
H 4.51 -5.56 1.47 0.1028
C -9.17 -2.42 6.28 -0.1878
Cl -9.24 -1.66 7.87 -0.1335
Cl -8.36 -1.37 5.10 -0.1739
H -8.62 -3.35 6.36 0.2938
H -10.18 -2.61 5.93 0.2009
C -12.99 -3.12 9.15 -0.2642
Cl -12.36 -2.97 7.50 -0.1199
Cl -12.66 -4.72 9.83 -0.1437
H -12.51 -2.37 9.77 0.2375
H -14.06 -2.96 9.13 0.2993
C 6.80 -8.98 1.12 0.3209
Cl 8.40 -9.71 1.29 -0.1621
Cl 6.55 -8.35 -0.51 -0.1645
H 6.05 -9.73 1.33 0.2338
H 6.72 -8.16 1.82 -0.2145
C -13.33 0.66 -0.16 0.2175
Cl -15.00 1.17 -0.41 -0.1523
Cl -13.20 -1.10 -0.02 -0.1664
H -12.74 0.99 -1.00 -0.1463
H -12.96 1.11 0.76 0.2529
C 5.11 -8.58 5.71 0.1841
Cl 5.10 -9.98 4.62 -0.1416
Cl 3.90 -8.73 6.98 -0.1656
H 6.10 -8.50 6.16 0.2968
H 4.90 -7.69 5.13 -0.1764
C 5.45 6.23 -6.06 0.4147
Cl 6.06 6.38 -7.71 -0.1549
Cl 4.60 7.69 -5.53 -0.1614
H 4.76 5.40 -6.02 -0.3433
H 6.29 6.05 -5.39 0.2722
C -1.00 4.80 -12.18 -0.2407
Cl -1.74 5.85 -10.97 -0.1512
Cl -1.46 3.11 -11.93 -0.1336
H -1.34 5.11 -13.16 0.2746
H 0.07 4.89 -12.11 0.2764
```

The value obtained for the energy above the lowest of the compared OMol25 structures with the same formula, charge and spin is 0.0 kJ/mol. As for the net charge: +1. Its lowest unoccupied orbital energy is -3.3 eV.



[3]
Computed, not measured: a 4-piece molecular cluster, C38H71ClO5 overall, with wB97M-V/def2-TZVPD.

XYZ file:
```
115
Properties=species:S:1:pos:R:3:mulliken_charge:R:1
C 6.95 1.06 1.83 -1.4410
C 6.25 1.95 0.80 0.1758
C 4.75 1.66 0.82 -0.4924
Cl 3.81 3.01 0.08 -0.2117
C 4.39 0.33 0.22 -0.1961
C 4.57 -0.03 -1.06 2.0864
C 5.11 0.83 -2.15 -1.5596
C 6.50 0.36 -2.66 0.2574
C 6.47 -0.45 -3.96 -1.2591
O 7.13 -0.35 -1.59 -0.4433
C 4.18 -1.42 -1.46 -0.0378
O 3.96 -1.70 -2.62 -0.6313
C 4.08 -2.43 -0.40 -0.7901
C 3.87 -2.09 0.88 0.8747
C 3.77 -3.13 1.97 -1.5757
C 2.36 -3.55 2.39 -0.8221
C 1.57 -2.56 3.28 -0.6909
C 0.42 -1.90 2.53 -0.4185
C -0.41 -0.97 3.41 -0.8623
C -1.50 -0.27 2.63 -0.5306
O -0.90 0.62 1.67 -0.2552
C -1.50 0.61 0.45 0.7342
C -2.29 1.86 0.16 -1.1108
O -1.39 -0.31 -0.30 -0.5418
C 3.75 -0.63 1.18 0.1851
O 3.18 -0.21 2.17 -0.7321
H 6.79 1.43 2.84 0.4107
H 8.02 1.01 1.64 0.4026
H 6.58 0.03 1.79 0.2837
H 6.37 2.99 1.11 -0.0409
H 6.67 1.79 -0.19 0.1435
H 4.42 1.65 1.85 0.5535
H 4.42 0.81 -3.00 0.5634
H 5.18 1.86 -1.83 0.3545
H 7.08 1.26 -2.85 0.3697
H 6.92 0.11 -4.77 0.3246
H 7.03 -1.38 -3.86 0.3447
H 5.45 -0.72 -4.25 0.3077
H 7.75 -0.98 -1.97 0.2839
H 4.15 -3.47 -0.69 0.4504
H 4.33 -2.79 2.85 0.3323
H 4.26 -4.02 1.56 0.5093
H 2.47 -4.48 2.96 0.3653
H 1.76 -3.80 1.51 0.4709
H 1.15 -3.10 4.13 0.6060
H 2.24 -1.80 3.69 0.2827
H 0.77 -1.38 1.65 0.1699
H -0.24 -2.71 2.18 0.3635
H 0.25 -0.21 3.83 0.3245
H -0.85 -1.53 4.24 0.3300
H -2.13 0.33 3.30 0.3436
H -2.10 -1.02 2.11 0.4073
H -2.49 1.93 -0.90 0.3176
H -1.74 2.72 0.52 0.4099
H -3.22 1.80 0.72 0.2551
C -4.00 -0.62 -2.43 -1.1351
C -5.15 0.35 -2.19 -0.4651
C -5.98 0.03 -0.95 -0.5073
C -6.67 -1.33 -0.97 -0.6886
C -7.61 -1.56 -2.15 -0.5600
C -8.78 -0.57 -2.19 -1.2273
H -4.36 -1.64 -2.60 0.3738
H -3.42 -0.33 -3.30 0.3747
H -3.33 -0.64 -1.57 0.1509
H -5.80 0.38 -3.07 0.3421
H -4.75 1.36 -2.09 0.3818
H -6.72 0.82 -0.80 0.3210
H -5.32 0.07 -0.07 0.2159
H -7.23 -1.45 -0.04 0.3440
H -5.91 -2.13 -0.96 0.3536
H -8.00 -2.57 -2.09 0.3845
H -7.05 -1.50 -3.09 0.3795
H -9.36 -0.63 -1.27 0.1950
H -9.44 -0.80 -3.03 0.3772
H -8.44 0.46 -2.31 0.4138
C 11.73 6.86 -0.45 -1.2006
C 10.40 7.53 -0.08 -0.3380
C 9.88 7.13 1.30 -0.7507
C 9.58 5.64 1.47 -0.8827
C 8.57 5.08 0.47 0.1689
C 7.20 5.73 0.56 -1.2469
H 11.63 5.78 -0.49 0.2830
H 12.08 7.20 -1.42 0.3763
H 12.50 7.10 0.29 0.2968
H 9.66 7.30 -0.84 0.2359
H 10.54 8.62 -0.10 0.3853
H 8.98 7.72 1.52 0.3095
H 10.62 7.42 2.06 0.3934
H 9.20 5.48 2.48 0.3866
H 10.51 5.07 1.40 0.3420
H 8.47 4.00 0.65 0.0096
H 8.96 5.18 -0.55 0.2765
H 6.77 5.62 1.56 0.2751
H 6.50 5.27 -0.15 0.2962
H 7.24 6.79 0.33 0.4262
C -11.12 -2.36 0.74 -1.3588
C -10.50 -3.52 -0.04 0.2718
C -11.38 -4.02 -1.18 -0.7021
C -12.74 -4.58 -0.74 -0.8111
C -12.67 -5.73 0.26 -0.3502
C -11.94 -6.96 -0.27 -1.1919
H -12.05 -2.65 1.23 0.4278
H -10.44 -2.01 1.52 0.3701
H -11.33 -1.52 0.08 0.2622
H -10.26 -4.34 0.65 0.3376
H -9.55 -3.19 -0.46 -0.2548
H -10.84 -4.79 -1.74 0.3532
H -11.56 -3.20 -1.88 0.3735
H -13.28 -4.92 -1.63 0.3827
H -13.35 -3.78 -0.32 0.3139
H -13.69 -6.01 0.54 0.3781
H -12.19 -5.39 1.19 0.2283
H -12.42 -7.33 -1.18 0.2937
H -11.94 -7.76 0.47 0.3774
H -10.89 -6.74 -0.51 0.2809
```

As for the net charge: 0. Its lowest unoccupied orbital energy is -1.0 eV.



| no. | E_tot (hartree) |
| --- | --- |
| 1 | -61567.4934 |
| 2 | -21418.3359 |
| 3 | -2326.8953 |